The following is a quantum chemistry calculation of one molecule with the formula C4H6N2, from the OMol25 dataset.

relative energy (zero: lowest compared OMol25 entry of this formula, charge and spin) = 286.1 kJ/mol
max |F| = 0.68 eV/A
frontier orbital gap = 8.74 eV
DFT total energy = -7222.6255 eV
LUMO = 0.55 eV
molecular weight = 82.1 g/mol

Last column: Mulliken charge in e.
Geometry (Å):
1 H 1.312 0.477 -1.686  0.42
2 H -1.785 -2.099 1.504  0.36
3 C -0.057 0.007 -0.146  0.62
4 N -0.901 -0.452 0.613  -0.39
5 N -0.771 -2.508 -0.318  -0.57
6 H -0.088 2.502 0.124  0.29
7 H 1.524 2.744 -0.585  0.31
8 C -1.164 -1.793 0.665  -0.05
9 H -1.121 -3.455 -0.242  0.22
10 C 0.776 0.760 -0.793  -0.49
11 C 0.907 2.057 -0.015  -1.00
12 H 1.335 1.883 0.977  0.28

---

The following is a quantum chemistry calculation of one molecule with the formula C4H6N2 at a distorted geometry, from the OMol25 dataset.

relative energy (zero: lowest compared OMol25 entry of this formula, charge and spin) = 326.0 kJ/mol
max |F| = 2.82 eV/A
frontier orbital gap = 9.66 eV
DFT total energy = -7222.2123 eV
LUMO = 0.84 eV
molecular weight = 82.1 g/mol

Last column: Mulliken charge in e.
Geometry (Å):
1 H -2.301 -1.351 0.486  0.32
2 H 1.252 1.794 0.764  0.31
3 H -1.017 0.379 -1.914  0.36
4 C 0.147 0.156 -0.092  0.56
5 C 1.257 1.152 -0.125  -1.13
6 N -0.918 -1.619 0.738  -0.68
7 H 1.158 1.788 -1.005  0.29
8 H 0.598 -0.815 1.763  0.24
9 N 0.021 -0.711 0.948  0.24
10 H 2.230 0.652 -0.172  0.30
11 C -0.862 -0.143 -0.972  -0.35
12 C -1.564 -1.284 -0.419  -0.46

---

The following is a quantum chemistry calculation of one molecule with the formula C4H6N2, from the OMol25 dataset.

relative energy (zero: lowest compared OMol25 entry of this formula, charge and spin) = 48.1 kJ/mol
max |F| = 0.28 eV/A
frontier orbital gap = 10.03 eV
DFT total energy = -7225.0924 eV
LUMO = 0.97 eV
molecular weight = 82.1 g/mol

Last column: Mulliken charge in e.
Geometry (Å):
1 C -0.009 -0.236 -0.103  0.54
2 N -0.991 1.528 0.917  -0.84
3 H 0.398 2.978 0.366  0.42
4 H 0.568 -2.190 0.509  0.27
5 C 0.744 0.884 -0.392  -0.38
6 H 1.610 0.941 -1.036  0.34
7 N -1.029 0.210 0.671  0.30
8 H 0.920 -1.822 -1.196  0.30
9 H -0.722 -2.209 -0.691  0.32
10 H -1.778 -0.336 1.065  0.23
11 C 0.194 -1.690 -0.391  -1.11
12 C 0.093 1.942 0.281  -0.38

---

The following is a quantum chemistry calculation of one molecule with the formula C4H6N2 at a distorted geometry, from the OMol25 dataset.

relative energy (zero: lowest compared OMol25 entry of this formula, charge and spin) = 451.3 kJ/mol
max |F| = 6.72 eV/A
frontier orbital gap = 8.79 eV
DFT total energy = -7220.9136 eV
LUMO = 0.60 eV
molecular weight = 82.1 g/mol

Last column: Mulliken charge in e.
Geometry (Å):
1 C -0.267 1.301 0.509  0.75
2 H -2.478 -0.118 -1.256  0.23
3 H 1.973 -1.620 -0.776  0.30
4 H 2.553 -0.329 0.372  0.30
5 N -0.373 2.453 0.966  -0.79
6 H -1.295 3.000 1.073  0.23
7 C -0.832 0.108 -0.199  0.14
8 N -1.772 -0.597 -0.861  -0.43
9 H 1.649 -1.768 1.027  0.25
10 H -1.431 -1.503 -1.302  0.24
11 C 1.881 -1.051 0.167  -0.81
12 C 0.392 0.124 0.277  -0.42

---

The following is a quantum chemistry calculation of C4H6N2 as an isolated structure, from the OMol25 dataset.

relative energy (zero: lowest compared OMol25 entry of this formula, charge and spin) = 613.7 kJ/mol
max |F| = 0.72 eV/A
frontier orbital gap (alpha / beta) = 6.69 / 6.69 eV
DFT total energy = -7219.2308 eV
LUMO (alpha / beta) = -0.75 / -0.75 eV
molecular weight = 82.1 g/mol

Last column: Mulliken charge in e.
Geometry (Å):
1 H 2.157 -0.925 -0.885  0.31
2 H -2.769 -0.365 0.139  0.25
3 C 1.326 1.176 0.493  0.16
4 N 0.667 -0.096 0.236  0.13
5 C -1.761 -0.317 -0.246  -0.92
6 C 1.111 -0.961 -0.619  -0.32
7 H 0.431 -1.674 -1.058  0.32
8 H -0.906 0.280 1.596  0.33
9 H -1.610 -0.569 -1.289  0.26
10 H -0.221 1.517 0.385  0.21
11 C -0.767 0.216 0.519  -0.22
12 N 2.341 1.718 0.731  -0.51

---

The following is a quantum chemistry calculation of one molecule with the formula C4H6N2 at a distorted geometry, from the OMol25 dataset.

relative energy (zero: lowest compared OMol25 entry of this formula, charge and spin) = 453.3 kJ/mol
max |F| = 2.35 eV/A
frontier orbital gap = 10.15 eV
DFT total energy = -7220.8927 eV
LUMO = 1.25 eV
molecular weight = 82.1 g/mol

Last column: Mulliken charge in e.
Geometry (Å):
1 H -1.809 -1.220 -0.596  0.40
2 C 0.942 -0.058 0.533  -0.25
3 C -1.024 -0.534 -0.278  -0.46
4 H 1.829 -0.371 1.068  0.44
5 H 0.835 -1.377 -1.387  0.37
6 H 1.209 1.598 -1.112  0.23
7 C 0.461 -0.539 -0.784  -0.06
8 H -0.801 -0.417 2.044  0.41
9 C -0.542 -0.088 1.052  -0.26
10 N -1.373 0.769 0.244  -0.61
11 H -0.762 1.463 -0.200  0.37
12 N 1.035 0.774 -0.584  -0.56

---

The following is a quantum chemistry calculation of one molecule with the formula C4H6N2 at a distorted geometry, from the OMol25 dataset.

relative energy (zero: lowest compared OMol25 entry of this formula, charge and spin) = 131.3 kJ/mol
max |F| = 1.11 eV/A
frontier orbital gap = 10.77 eV
DFT total energy = -7224.2297 eV
LUMO = 0.49 eV
molecular weight = 82.1 g/mol

Last column: Mulliken charge in e.
Geometry (Å):
1 N 0.343 3.224 -0.375  -0.41
2 H 2.238 0.393 0.556  0.35
3 H -2.211 -1.364 0.706  0.25
4 C -1.461 -1.035 -0.016  -0.73
5 C 0.289 2.122 -0.026  0.16
6 C 0.138 0.686 0.177  0.81
7 H 1.284 -1.098 0.641  0.38
8 C 1.399 -0.149 0.110  -1.21
9 H -0.641 -1.762 -0.080  0.29
10 H -1.958 -0.985 -0.992  0.27
11 N -1.079 0.330 0.231  -0.45
12 H 1.659 -0.363 -0.934  0.29

---

The following is a quantum chemistry calculation of one molecule with the formula C4H6N2 at a distorted geometry, from the OMol25 dataset.

relative energy (zero: lowest compared OMol25 entry of this formula, charge and spin) = 122.1 kJ/mol
max |F| = 1.12 eV/A
frontier orbital gap = 11.38 eV
DFT total energy = -7224.3252 eV
LUMO = 0.94 eV
molecular weight = 82.1 g/mol

Last column: Mulliken charge in e.
Geometry (Å):
1 N 0.101 -0.372 -0.842  -0.40
2 H -1.779 1.684 0.532  0.28
3 C 2.346 -0.023 -0.421  0.27
4 H -2.843 0.522 -0.274  0.30
5 H -0.720 -0.498 1.056  0.29
6 H 1.569 -1.880 -1.039  0.27
7 C 1.295 -1.055 -0.374  -0.31
8 N 3.087 0.863 -0.468  -0.38
9 H 1.220 -1.441 0.656  0.29
10 H -1.595 1.396 -1.216  0.26
11 C -0.771 -0.091 0.032  0.06
12 C -1.827 0.926 -0.258  -0.94

---

The following is a quantum chemistry calculation of C4H6N2 as an isolated structure, from the OMol25 dataset.

relative energy (zero: lowest compared OMol25 entry of this formula, charge and spin) = 567.7 kJ/mol
max |F| = 0.34 eV/A
frontier orbital gap (alpha / beta) = 8.03 / 7.87 eV
DFT total energy = -7219.7069 eV
LUMO (alpha / beta) = 0.07 / -0.03 eV
molecular weight = 82.1 g/mol

Last column: Mulliken charge in e.
Geometry (Å):
1 H 0.252 -0.104 -2.168  0.25
2 N -0.050 -1.370 0.636  -0.44
3 C 1.011 -0.794 -0.001  -0.22
4 N 0.687 0.517 -0.174  -0.02
5 H -0.383 1.545 -1.719  0.21
6 H -1.207 -0.503 2.286  0.38
7 H -0.782 -0.973 -0.348  0.36
8 C -0.531 -0.293 1.469  -0.32
9 H -0.308 1.893 1.213  0.38
10 C -0.128 0.539 -1.372  -0.77
11 H 1.527 -1.317 -0.800  0.32
12 C -0.088 0.861 0.978  -0.13

---

The following is a quantum chemistry calculation of one molecule with the formula C4H6N2 at a distorted geometry, from the OMol25 dataset.

relative energy (zero: lowest compared OMol25 entry of this formula, charge and spin) = 207.9 kJ/mol
max |F| = 1.10 eV/A
frontier orbital gap = 10.89 eV
DFT total energy = -7223.4365 eV
LUMO = 0.99 eV
molecular weight = 82.1 g/mol

Last column: Mulliken charge in e.
Geometry (Å):
1 N 0.501 0.266 0.746  -0.31
2 N -0.869 0.596 -2.316  -0.47
3 H -1.418 1.176 0.782  0.29
4 C -0.779 0.923 -1.210  0.44
5 H -0.083 2.223 0.274  0.27
6 H 0.564 -0.636 -1.242  0.24
7 H 0.453 -1.666 1.709  0.25
8 H -0.974 -1.337 0.607  0.23
9 C 0.065 -1.119 0.854  -0.25
10 C -0.485 1.207 0.209  -0.43
11 C 0.983 -0.709 -0.232  -0.47
12 H 2.042 -0.923 -0.183  0.22

---

The following is a quantum chemistry calculation of a 2-piece molecular cluster, C4H6N2 overall at a distorted geometry, from the OMol25 dataset.

relative energy (zero: lowest compared OMol25 entry of this formula, charge and spin) = 384.3 kJ/mol
max |F| = 4.43 eV/A
frontier orbital gap = 9.70 eV
DFT total energy = -7221.6077 eV
LUMO = 0.31 eV
molecular weight = 82.1 g/mol

Last column: Mulliken charge in e.
Geometry (Å):
1 H 0.893 2.003 -0.670  0.25
2 C -0.812 -0.937 -0.421  -1.22
3 H -0.713 -0.936 -1.472  0.29
4 C 0.623 1.143 0.111  -1.27
5 H -1.563 -1.569 0.027  0.40
6 N -4.329 -0.054 -1.038  -0.27
7 H 0.691 1.699 1.027  0.34
8 N -3.553 0.175 -0.268  0.24
9 H 0.148 -1.446 -0.012  0.33
10 H 1.452 0.480 -0.095  0.35
11 C -0.763 0.522 0.036  0.79
12 C -1.732 1.241 0.604  -0.23

---

The following is a quantum chemistry calculation of C4H6N2 as an isolated structure at a distorted geometry, from the OMol25 dataset.

relative energy (zero: lowest compared OMol25 entry of this formula, charge and spin) = 517.6 kJ/mol
max |F| = 2.23 eV/A
frontier orbital gap = 9.31 eV
DFT total energy = -7220.2262 eV
LUMO = 0.97 eV
molecular weight = 82.1 g/mol

Last column: Mulliken charge in e.
Geometry (Å):
1 H -0.146 1.999 0.879  0.39
2 H 0.700 -0.767 1.314  0.41
3 C -1.023 0.016 -0.052  0.32
4 N -0.707 -1.324 0.359  -0.70
5 N 1.086 0.181 1.188  -0.59
6 C 1.132 0.424 -0.234  -0.37
7 H -2.029 0.341 -0.289  0.49
8 H 2.055 0.821 -0.657  0.38
9 H 0.022 -0.253 -2.080  0.35
10 C 0.021 0.960 0.654  -0.48
11 H -1.148 -2.102 -0.104  0.20
12 C 0.038 -0.296 -0.978  -0.40

---

The following is a quantum chemistry calculation of one molecule with the formula C4H6N2 at a distorted geometry, from the OMol25 dataset.

relative energy (zero: lowest compared OMol25 entry of this formula, charge and spin) = 276.1 kJ/mol
max |F| = 5.37 eV/A
frontier orbital gap = 10.73 eV
DFT total energy = -7222.7294 eV
LUMO = 0.92 eV
molecular weight = 82.1 g/mol

Last column: Mulliken charge in e.
Geometry (Å):
1 C -0.151 -0.629 -1.055  -0.39
2 C 0.212 -0.490 0.366  -0.11
3 H 0.239 1.346 1.911  0.30
4 N -0.821 -0.455 1.325  -0.52
5 H 1.218 -0.091 0.732  0.31
6 H -0.507 -0.804 2.223  0.27
7 H -0.163 -1.694 -1.279  0.24
8 H -1.169 -0.250 -1.193  0.31
9 H -0.899 1.539 0.507  0.22
10 C -0.278 0.863 1.079  -0.49
11 N 1.496 0.574 -2.679  -0.40
12 C 0.764 0.030 -1.969  0.26

---

The following is a quantum chemistry calculation of one molecule with the formula C4H6N2, from the OMol25 dataset.

relative energy (zero: lowest compared OMol25 entry of this formula, charge and spin) = 390.3 kJ/mol
max |F| = 0.57 eV/A
frontier orbital gap = 10.44 eV
DFT total energy = -7221.5462 eV
LUMO = 1.30 eV
molecular weight = 82.1 g/mol

Last column: Mulliken charge in e.
Geometry (Å):
1 C -0.021 -0.366 -1.066  -0.25
2 N -0.930 -1.235 -0.342  -0.57
3 H -0.538 -1.608 0.519  0.23
4 H 0.061 -0.460 -2.141  0.41
5 H 1.934 0.844 -0.517  0.41
6 H -0.171 1.851 1.097  0.39
7 C -1.114 0.188 -0.238  -0.27
8 H -2.067 0.633 -0.517  0.41
9 H 0.854 -1.014 1.432  0.21
10 N 0.992 -0.024 1.228  -0.58
11 C 1.047 0.341 -0.155  -0.23
12 C -0.047 0.850 0.700  -0.16

---

The following is a quantum chemistry calculation of one molecule with the formula C4H6N2 at a distorted geometry, from the OMol25 dataset.

relative energy (zero: lowest compared OMol25 entry of this formula, charge and spin) = 139.7 kJ/mol
max |F| = 4.24 eV/A
frontier orbital gap = 9.24 eV
DFT total energy = -7224.1426 eV
LUMO = 0.61 eV
molecular weight = 82.1 g/mol

Last column: Mulliken charge in e.
Geometry (Å):
1 H 0.646 2.059 0.052  0.28
2 H -1.004 1.889 0.285  0.26
3 N 3.387 0.175 0.065  -0.46
4 H 1.124 -1.824 -0.181  0.33
5 C -0.146 0.005 -0.119  0.66
6 C 2.287 -0.223 -0.057  0.17
7 N -0.134 1.406 -0.213  -0.53
8 H -2.206 0.302 0.374  0.32
9 H -1.490 -1.347 0.846  0.26
10 C 1.026 -0.766 -0.230  -0.61
11 C -1.587 -0.548 0.046  -0.94
12 H -1.903 -1.127 -0.868  0.25

---

The following is a quantum chemistry calculation of one molecule with the formula C4H6N2 at a distorted geometry, from the OMol25 dataset.

relative energy (zero: lowest compared OMol25 entry of this formula, charge and spin) = 308.1 kJ/mol
max |F| = 2.60 eV/A
frontier orbital gap = 11.07 eV
DFT total energy = -7222.3974 eV
LUMO = 0.85 eV
molecular weight = 82.1 g/mol

Last column: Mulliken charge in e.
Geometry (Å):
1 H 2.063 0.396 0.764  0.36
2 C -0.035 0.274 0.138  1.46
3 N -0.911 -0.293 1.138  -0.63
4 C -0.141 1.642 -0.374  -0.04
5 N -0.191 2.691 -0.860  -0.42
6 C -0.988 -0.692 -0.380  -0.94
7 H 1.767 -0.309 -0.841  0.31
8 H -0.706 -1.707 -0.586  0.25
9 H -1.901 -0.421 0.921  0.30
10 H 1.396 -1.249 0.629  0.37
11 H -1.800 -0.247 -0.970  0.33
12 C 1.396 -0.247 0.189  -1.35

---

The following is a quantum chemistry calculation of one molecule with the formula C4H6N2 at a distorted geometry, from the OMol25 dataset.

relative energy (zero: lowest compared OMol25 entry of this formula, charge and spin) = 70.3 kJ/mol
max |F| = 3.13 eV/A
frontier orbital gap = 9.33 eV
DFT total energy = -7224.8621 eV
LUMO = 0.86 eV
molecular weight = 82.1 g/mol

Last column: Mulliken charge in e.
Geometry (Å):
1 C 1.325 0.533 0.691  -0.24
2 N 0.609 -0.060 1.581  -0.54
3 H -2.128 -1.180 -1.106  0.27
4 C -1.496 -0.395 -1.467  -0.96
5 H 2.340 0.821 0.949  0.37
6 H -1.069 -0.700 -2.449  0.31
7 H -2.064 0.665 -1.476  0.22
8 C -0.496 -0.494 0.821  -0.33
9 N 0.741 0.595 -0.581  -0.15
10 H -1.187 -1.175 1.290  0.37
11 C -0.421 -0.144 -0.492  0.41
12 H 1.193 0.829 -1.522  0.27

---

The following is a quantum chemistry calculation of one molecule with the formula C4H6N2 at a distorted geometry, from the OMol25 dataset.

relative energy (zero: lowest compared OMol25 entry of this formula, charge and spin) = 107.1 kJ/mol
max |F| = 2.52 eV/A
frontier orbital gap (alpha / beta) = 7.05 / 7.27 eV
DFT total energy = -7219.9846 eV
2S+1 = 3
LUMO (alpha / beta) = 0.96 / -1.81 eV
molecular weight = 82.1 g/mol

Last column: Mulliken charge in e.
Geometry (Å):
1 H 1.805 -0.119 -1.088  0.27
2 C -0.705 -1.106 0.549  -0.28
3 N -2.054 0.465 -0.344  -0.25
4 H 1.669 1.430 -0.135  0.26
5 H -0.765 1.903 -0.968  0.45
6 C 0.162 0.028 -0.028  0.45
7 H 2.277 -0.219 0.621  0.32
8 H -0.360 -2.094 0.176  0.31
9 H -0.843 -0.848 1.619  0.23
10 C -0.743 0.926 -0.511  -0.50
11 C 1.599 0.259 -0.104  -1.07
12 N -2.042 -0.626 0.212  -0.19

---

The following is a quantum chemistry calculation of a 2-piece molecular cluster, C4H6N2O overall at a distorted geometry, from the OMol25 dataset.

relative energy (zero: lowest compared OMol25 entry of this formula, charge and spin) = 596.3 kJ/mol
max |F| = 1.41 eV/A
frontier orbital gap (alpha / beta) = 9.40 / 7.16 eV
DFT total energy = -9267.3215 eV
LUMO (alpha / beta) = 0.72 / -0.83 eV
molecular weight = 98.1 g/mol

Last column: Mulliken charge in e.
Geometry (Å):
1 H -1.750 1.680 0.904  0.24
2 H -2.368 -0.608 0.889  0.27
3 N 4.106 -0.443 -0.325  -0.09
4 C -1.744 -0.341 0.034  -0.32
5 C -1.465 1.177 -0.025  -0.37
6 H -1.947 1.678 -0.866  0.27
7 H 3.645 -1.303 -0.673  0.25
8 N 3.729 0.253 0.518  -0.13
9 H -2.220 -0.714 -0.875  0.22
10 C 0.498 0.117 0.019  0.14
11 C -0.331 -0.891 0.214  -0.46
12 O -0.041 1.317 -0.201  -0.37
13 H -0.110 -1.921 0.386  0.37